1.
{"formula": "C5H10ClO3P", "method": "ωB97M-V/def2-TZVPD", "symbols": ["C", "C", "C", "C", "O", "H", "H", "H", "H", "H", "H", "C", "O", "P", "O", "H", "H", "H", "Cl", "H"], "positions_angstrom": [[2.6048, 2.2702, -0.3657], [2.0441, 0.9610, 0.0958], [2.2497, 0.5636, 1.5194], [1.4512, 0.2640, -0.7823], [1.0219, -0.4125, -1.6249], [2.1154, 3.1205, 0.0783], [3.6901, 2.4047, -0.0868], [2.5203, 2.3699, -1.4413], [3.1072, -0.1885, 1.6841], [1.3705, 0.0228, 1.9535], [2.5495, 1.4087, 2.2056], [-4.1727, -1.1374, -1.1050], [-2.9021, -1.8199, -1.1824], [-1.4523, -1.1847, -1.0931], [-1.7367, 0.1719, -0.6227], [-4.9095, -1.7078, -0.4173], [-4.5765, -1.0528, -2.0839], [-3.9763, -0.2405, -0.4656], [-0.5461, -2.2864, 1.6677], [-0.4523, -3.5268, 2.0667]], "forces_ev_per_a": [[1.4, 0.5, -0.1], [1.3, 1.8, 1.9], [0.8, -1.6, 2.0], [-0.5, -1.5, -1.2], [-0.1, -0.1, -0.5], [-0.5, 0.3, 0.3], [-0.9, -0.5, -0.3], [0.1, 0.1, -0.2], [-1.0, 1.0, -0.6], [0.6, 0.7, -0.3], [-0.7, -0.6, -1.0], [0.1, -0.4, 3.7], [-1.2, -1.7, -0.7], [-1.1, -0.1, -0.1], [1.0, 1.3, 0.4], [1.3, 0.3, -1.4], [-0.3, 0.6, -0.6], [-0.4, -0.1, -1.4], [0.1, -0.8, 0.5], [0.0, 0.7, -0.3]], "lumo_ev": 0.421, "gap_ev": 8.8, "homo_energy_ha": -0.309, "smiles": "CC(C)=C=O.COP=O.Cl", "total_charge": 0}

***

2.
{"formula": "C5H10CuO3", "method": "ωB97M-V/def2-TZVPD", "symbols": ["C", "O", "C", "C", "H", "H", "H", "H", "H", "H", "H", "O", "C", "C", "O", "Cu", "H", "H", "H"], "positions_angstrom": [[-2.4999, -1.7439, -0.1990], [-1.4742, -0.7648, -0.0542], [-1.9748, 0.5797, 0.0244], [-0.8300, 1.5562, -0.0409], [-2.0201, -2.7013, -0.4247], [-3.0750, -1.8209, 0.7337], [-3.1654, -1.4543, -1.0235], [-2.5559, 0.6797, 0.9532], [-2.6670, 0.7249, -0.8187], [-0.8160, 2.1792, 0.8675], [-0.8690, 2.2348, -0.9069], [1.5283, -1.0296, 1.5318], [2.6895, -0.6460, 0.9673], [2.7484, -0.3557, -0.3653], [1.7300, -0.7455, -1.1731], [0.3900, -1.0146, 0.0680], [3.5987, -0.6647, 1.5834], [3.7197, -0.1565, -0.8393], [0.2213, 1.1078, -0.1176]], "forces_ev_per_a": [[0.0, 0.1, 0.1], [-1.6, 0.1, -0.3], [-0.3, -0.4, -0.3], [1.7, 0.9, 0.2], [-0.1, 0.3, 0.1], [0.1, 0.0, -0.2], [0.1, -0.1, 0.1], [0.2, 0.0, -0.1], [0.1, 0.0, 0.2], [0.1, -0.2, -0.4], [-0.3, -0.3, 0.3], [4.3, 0.8, 0.0], [-2.4, -1.1, 3.3], [-1.2, -1.9, -3.8], [3.8, 1.7, 0.7], [-2.0, -0.8, -0.1], [-0.3, 0.3, -0.1], [-0.4, 0.4, 0.1], [-1.6, 0.2, 0.2]], "lumo_ev": [0.781, -0.486], "multiplicity": 2, "gap_ev": [8.2, 6.8], "homo_energy_ha": [-0.274, -0.269], "s_squared": 0.76, "total_charge": 0}

***

3.
{"formula": "C5H10ErO3", "method": "ωB97M-V/def2-TZVPD", "symbols": ["O", "C", "C", "O", "C", "C", "O", "C", "Er", "H", "H", "H", "H", "H", "H", "H", "H", "H", "H"], "positions_angstrom": [[-2.6203, 0.2455, 1.4004], [-1.9329, 0.0215, 2.4333], [-0.5330, 0.2749, 2.3562], [-0.1118, 0.3574, 1.1056], [1.2396, 0.6294, 0.6956], [1.4054, -0.0875, -0.6237], [0.2289, 0.1430, -1.3935], [0.3681, -0.2054, -2.7701], [-1.8859, 0.0833, -0.4969], [-2.4086, -0.0006, 3.4227], [0.1961, 0.1718, 3.1597], [1.9517, 0.2625, 1.4424], [1.3188, 1.7173, 0.5857], [1.5339, -1.1702, -0.4759], [2.2853, 0.3123, -1.1462], [-0.6070, -0.0555, -3.2445], [1.1168, 0.4462, -3.2401], [0.6706, -1.2578, -2.8656], [-2.2159, -1.8880, -0.3453]], "forces_ev_per_a": [[-0.5, -0.4, 1.1], [0.2, 2.1, 1.5], [0.1, -1.4, 0.3], [-0.9, 0.1, -0.2], [1.0, 0.4, -0.2], [0.8, -0.4, 0.4], [-0.8, 0.3, 0.6], [0.4, -0.4, -1.1], [0.2, -1.1, -1.8], [0.0, -0.6, -0.3], [-0.2, 0.3, 0.0], [-0.2, 0.1, -0.1], [0.0, -0.2, 0.1], [0.0, 0.2, -0.1], [-0.2, -0.1, 0.1], [0.2, 0.0, -0.1], [-0.3, -0.1, 0.1], [-0.1, 0.3, 0.0], [0.4, 1.0, -0.2]], "lumo_ev": [-8.373, -10.597], "multiplicity": 5, "gap_ev": [9.0, 6.7], "homo_energy_ha": [-0.637, -0.635], "s_squared": 6.01, "total_charge": 2}

***

4.
{"formula": "C5H10EuOP", "method": "ωB97M-V/def2-TZVPD", "symbols": ["C", "C", "C", "C", "C", "Eu", "P", "H", "H", "H", "H", "H", "H", "H", "H", "O", "H", "H"], "positions_angstrom": [[1.7748, -0.4745, 0.8037], [2.5212, -1.6487, 0.8561], [2.2875, -2.4468, -0.2964], [1.3902, -1.7965, -1.1864], [0.9722, -0.5778, -0.6644], [-0.9005, 1.9854, 1.1481], [-1.7914, 2.4093, -1.5899], [1.7638, 0.3983, 1.4700], [3.1916, -1.9249, 1.6717], [2.7463, -3.4174, -0.4806], [0.3677, 0.2175, -1.1161], [1.0761, -2.2034, -2.1494], [-2.4445, 1.3898, -2.3679], [-0.8916, 2.8410, -2.6277], [-2.7811, 3.4286, -1.8243], [-1.3465, -0.3564, 1.4034], [-2.1242, -0.8539, 1.7111], [-0.6548, -1.0058, 1.1529]], "forces_ev_per_a": [[-0.6, -1.3, -2.9], [-0.6, 1.3, 0.7], [0.0, 0.0, -0.1], [-0.9, 1.1, 0.0], [2.2, -0.9, 2.2], [-0.1, 0.6, 0.3], [-0.4, 0.0, -0.1], [0.1, -0.6, -0.3], [-0.3, 0.1, -0.3], [-0.1, 0.3, 0.1], [0.2, -0.4, 0.2], [0.1, 0.2, 0.4], [0.3, 0.3, 0.1], [-0.4, 0.0, -0.2], [0.4, -0.2, -0.1], [0.1, -1.2, 0.1], [0.3, 0.2, -0.2], [-0.4, 0.3, 0.1]], "lumo_ev": [0.309, -2.038], "multiplicity": 7, "gap_ev": [3.9, 4.3], "homo_energy_ha": [-0.130, -0.232], "s_squared": 12.03, "total_charge": 0}

***

Calculated values (kJ/mol) of energy above the lowest of the compared OMol25 structures with the same formula, charge and spin for the records, taken in order: 0.0 0.0 0.0 352.6.
Calculated values (eV/A) of F_max for the records, taken in order: 3.70 4.36 2.59 3.24.